Arrangement one

{
  "formula": "C18H27N3O3S",
  "method": "the ωB97M-V functional and the def2-TZVPD basis",
  "symbols": ["C", "C", "C", "H", "H", "C", "C", "O", "N", "N", "C", "S", "N", "C", "C", "C", "C", "C", "C", "H", "H", "H", "H", "H", "H", "H", "H", "C", "H", "H", "C", "C", "O", "C", "C", "C", "H", "H", "H", "H", "H", "H", "H", "H", "H", "H", "O", "H", "H", "H", "H", "H"],
  "positions_angstrom": [[0.74576, 2.01557, -3.05013], [-0.15535, 2.46053, -2.19474], [-1.38218, 1.69409, -1.80394], [-1.49352, 0.83544, -2.46929], [-2.26620, 2.32621, -1.91639], [-1.30144, 1.20336, -0.33886], [0.08654, 0.62540, -0.14340], [1.00188, 1.15247, 0.45520], [0.24541, -0.59414, -0.72261], [1.53252, -1.10636, -0.84791], [1.94604, -1.59233, -2.03841], [0.84484, -2.04289, -3.19587], [3.26822, -1.82398, -2.22757], [4.36792, -1.31131, -1.52740], [4.36710, -0.03535, -0.96688], [5.49101, 0.42576, -0.30541], [6.62504, -0.36208, -0.20668], [6.63846, -1.61809, -0.79053], [5.51962, -2.09131, -1.44846], [5.52866, -3.07045, -1.90510], [7.52342, -2.23382, -0.73281], [7.49742, 0.00477, 0.31161], [5.47745, 1.41445, 0.12712], [3.51324, 0.61730, -1.07241], [3.47538, -2.45877, -2.98721], [2.17360, -0.66888, -0.19193], [-0.38787, -0.97985, -1.41792], [-1.56231, 2.32341, 0.66632], [-2.48432, 2.84771, 0.39517], [-0.73468, 3.03442, 0.63871], [-1.68316, 1.82057, 2.10994], [-2.86933, 0.86074, 2.31636], [-2.56251, -0.41000, 1.78882], [-3.36363, -1.46681, 2.27040], [-4.80472, -1.44362, 1.75293], [-5.55243, -2.70734, 2.15643], [-5.57712, -2.80649, 3.23937], [-5.06557, -3.58743, 1.74303], [-6.57556, -2.67576, 1.79049], [-5.32442, -0.57062, 2.15323], [-4.78369, -1.35561, 0.66464], [-2.86252, -2.37368, 1.92094], [-3.36444, -1.46758, 3.37087], [-3.05526, 0.78453, 3.39787], [-3.77244, 1.27596, 1.83946], [-0.76393, 1.30112, 2.39371], [-1.79200, 2.90556, 3.00436], [-2.53995, 3.45323, 2.73733], [-2.03236, 0.40720, -0.18732], [-0.02114, 3.41696, -1.70885], [1.62578, 2.58386, -3.29939], [0.63876, 1.06394, -3.54687]],
  "gap_ev": 9.06,
  "homo_ev": -8.4,
  "multiplicity": 1
}



Arrangement two

{
  "formula": "C18H27N3O3S",
  "method": "the ωB97M-V functional and the def2-TZVPD basis",
  "symbols": ["C", "C", "O", "N", "C", "C", "C", "C", "C", "C", "C", "H", "H", "C", "H", "H", "H", "S", "O", "O", "N", "H", "C", "C", "N", "C", "C", "C", "C", "H", "H", "H", "C", "C", "H", "H", "H", "H", "H", "H", "H", "H", "H", "H", "H", "H", "H", "H", "H", "H", "H", "H"],
  "positions_angstrom": [[-1.57012, 2.49084, 5.42691], [-0.97145, 2.43243, 4.04099], [-1.08394, 3.33886, 3.24483], [-0.29484, 1.27914, 3.75118], [0.34866, 0.99910, 2.54817], [0.47336, 1.80530, 1.42582], [1.16684, 1.29827, 0.33644], [1.70767, 0.02782, 0.37691], [1.59697, -0.77744, 1.49963], [0.91532, -0.27984, 2.58695], [0.64544, -0.92117, 3.91458], [1.57551, -1.17438, 4.42448], [0.07042, -1.84053, 3.79536], [-0.14934, 0.15570, 4.67371], [-1.13533, -0.21198, 4.97132], [0.38087, 0.48055, 5.57377], [2.04530, -1.75793, 1.49036], [2.52232, -0.60847, -1.08532], [3.13745, -1.86311, -0.76849], [3.30863, 0.44419, -1.65475], [1.30951, -0.90966, -2.17651], [0.84739, -0.06301, -2.46402], [0.47046, -2.06792, -2.00160], [-0.73101, -1.89450, -1.04002], [-1.92511, -1.24320, -1.50552], [-2.80007, -1.95668, -2.40724], [-2.60241, -1.62052, -3.89091], [-2.72262, -0.11165, -4.10493], [-2.52170, 0.26041, -5.57061], [-3.26215, -0.23470, -6.19489], [-2.61844, 1.33495, -5.70872], [-1.53209, -0.04075, -5.90849], [-1.69622, 0.58396, -3.20989], [-1.91211, 0.18157, -1.74343], [-1.15625, 0.63829, -1.09973], [-2.89245, 0.56894, -1.43181], [-0.69667, 0.30263, -3.54876], [-1.78895, 1.66825, -3.29867], [-3.72610, 0.20391, -3.79529], [-3.35662, -2.14671, -4.47927], [-1.61975, -1.95532, -4.22882], [-2.67339, -3.02827, -2.24262], [-3.83114, -1.69188, -2.13452], [-1.02865, -2.89643, -0.71418], [-0.38427, -1.34942, -0.15615], [0.12212, -2.39831, -2.98392], [1.13791, -2.83147, -1.59750], [1.30971, 1.89425, -0.55144], [0.04364, 2.79218, 1.40845], [-2.06610, 3.45035, 5.54323], [-2.29813, 1.69460, 5.56607], [-0.79705, 2.39386, 6.18584]],
  "gap_ev": 8.50,
  "homo_ev": -8.0,
  "multiplicity": 1
}



Which of them is most stable, and which least? Most stable: arrangement two; least stable: arrangement one.



Arrangement one

{
  "formula": "C4H10NO2",
  "method": "the ωB97M-V functional and the def2-TZVPD basis",
  "symbols": ["O", "C", "C", "N", "C", "C", "O", "H", "H", "H", "H", "H", "H", "H", "H", "H", "H"],
  "positions_angstrom": [[-0.31658, 0.58465, 1.35317], [-0.28397, -0.56847, 0.61826], [0.08724, -0.30380, -0.91145], [1.28858, 0.45154, -1.05966], [1.17530, 1.83921, -1.08437], [1.80203, 2.50124, 0.20247], [-0.53342, -1.67826, 0.94851], [0.62817, -0.00610, 1.24862], [-5.82052, -7.22362, 1.34349], [-0.75041, 0.10497, -1.46976], [-5.38983, -6.74686, 1.73817], [0.33976, -1.27809, -1.33281], [1.78027, 2.22590, -1.95098], [0.14231, 2.23452, -1.21802], [2.77458, 2.04343, 0.36940], [1.86780, 3.59678, 0.13710], [1.20870, 2.22297, 1.06787]],
  "gap_ev": 6.95,
  "homo_ev": -15.8,
  "multiplicity": 1,
  "charge": 1
}



Arrangement two

{
  "formula": "C4H10NO2",
  "method": "the ωB97M-V functional and the def2-TZVPD basis",
  "symbols": ["O", "C", "C", "C", "C", "O", "N", "H", "H", "H", "H", "H", "H", "H", "H", "H", "H"],
  "positions_angstrom": [[-2.29386, 1.73785, 0.85694], [-1.67544, 1.36574, -0.10178], [-0.34494, 0.65210, 0.08969], [-0.18642, -0.56414, -0.85812], [1.26413, -1.01649, -0.95970], [1.91236, -0.87298, 0.30886], [-0.30033, 0.20547, 1.48684], [-2.11521, 1.45153, -1.10539], [0.45479, 1.31364, -0.22234], [-0.58611, -0.21157, -1.80824], [-0.88872, -1.33918, -0.54816], [1.83914, -0.49951, -1.72245], [1.25441, -2.07806, -1.20955], [2.68361, -0.30416, 0.26454], [0.63365, -0.05500, 1.81367], [-0.74757, 0.83705, 2.16831], [-0.90348, -0.62228, 1.54689]],
  "gap_ev": 11.40,
  "homo_ev": -15.0,
  "multiplicity": 1,
  "charge": 1
}



Arrangement three

{
  "formula": "C4H10NO2",
  "method": "the ωB97M-V functional and the def2-TZVPD basis",
  "symbols": ["C", "C", "C", "C", "N", "O", "O", "H", "H", "H", "H", "H", "H", "H", "H", "H", "H"],
  "positions_angstrom": [[-1.38607, 0.25658, 0.40168], [-0.39298, 0.47831, -0.43345], [-2.82475, 0.47105, -0.01187], [1.29652, 0.13852, 0.11341], [1.56959, -1.43453, -0.28770], [2.27963, 0.91551, -0.52151], [1.29667, 0.14648, 1.45235], [-1.35351, 0.10206, 1.50050], [-0.31619, 0.72606, -1.53199], [-3.42659, -0.41594, 0.11149], [-3.12063, 1.29859, 0.63830], [-2.75988, 0.90125, -0.94238], [1.26930, -1.76682, -1.24759], [2.59256, -1.74756, -0.08810], [0.89235, -1.97634, 0.39408], [2.15526, 1.55302, -1.29091], [2.22873, 0.35376, 1.74368]],
  "gap_ev": 10.48,
  "homo_ev": -14.1,
  "multiplicity": 1,
  "charge": 1
}



Arrangement four

{
  "formula": "C4H10NO2",
  "method": "the ωB97M-V functional and the def2-TZVPD basis",
  "symbols": ["C", "O", "C", "C", "C", "O", "N", "H", "H", "H", "H", "H", "H", "H", "H", "H", "H"],
  "positions_angstrom": [[-0.01170, -1.51549, -0.03893], [-1.41171, -1.79708, -0.08708], [-0.07298, -0.06379, 0.57740], [1.19748, 0.78687, 0.50755], [1.42221, 1.07044, -0.96955], [0.41512, 1.27338, -1.69502], [-1.27308, 0.72432, -0.04484], [0.43104, -1.55998, -0.97631], [0.59885, -2.24543, 0.63473], [-1.56617, -2.74149, 0.28649], [-0.52450, -0.12273, 1.62182], [2.01671, 0.10458, 1.00233], [1.17312, 1.87983, 0.94990], [2.43617, 1.55381, -1.22100], [-1.42303, 1.59838, 0.52841], [-1.23900, 0.87480, -1.14410], [-2.16855, 0.17959, 0.06822]],
  "gap_ev": 10.66,
  "homo_ev": -14.5,
  "multiplicity": 1,
  "charge": 1
}



Which of them is most stable, and which least? Most stable: arrangement two; least stable: arrangement one.



Arrangement one

{
  "formula": "CH4O2",
  "method": "the ωB97M-V functional and the def2-TZVPD basis",
  "symbols": ["O", "C", "H", "H", "H", "H", "O"],
  "positions_angstrom": [[-0.83347, -1.67481, -0.74482], [-0.62110, -0.54671, -1.08565], [-0.84803, 0.26820, -0.41031], [-0.21668, -0.15146, -2.03235], [1.06242, 1.44845, 1.21672], [0.32025, 0.15701, 1.71690], [1.13660, 0.49931, 1.33951]],
  "gap_ev": 10.88,
  "homo_ev": -10.2,
  "multiplicity": 1
}



Arrangement two

{
  "formula": "CH4O2",
  "method": "the ωB97M-V functional and the def2-TZVPD basis",
  "symbols": ["O", "C", "H", "H", "H", "H", "O"],
  "positions_angstrom": [[-0.14628, 0.53335, -0.25729], [-0.53186, 0.34884, -1.38326], [-0.09522, -0.01139, -2.19119], [-1.61788, 0.50150, -1.66850], [0.06891, -0.63621, 1.49111], [1.42937, 0.01961, 1.78325], [0.89297, -0.75571, 2.22587]],
  "gap_ev": 10.88,
  "homo_ev": -10.7,
  "multiplicity": 1
}



Which of them is most stable, and which least? Most stable: arrangement one; least stable: arrangement two.